Record 1
This record from the OMol25 dataset describes a 2-piece molecular cluster, C3H10N2S overall. The level of theory is ωB97M-V/def2-TZVPD.

Each line ends with the Mulliken charge.
Cartesian coordinates (Å):
S  1.2646  2.2914  -1.0553  -0.075
N  0.3769  -2.6250  0.3928  -0.446
N  -1.6208  -2.3309  1.5169  -0.743
C  -0.5454  -1.8382  1.0138  0.307
C  0.4495  2.2540  0.5999  -0.668
C  0.1596  1.2053  -2.0490  -0.834
H  -0.0062  3.2369  0.7366  0.294
H  0.0080  -3.5387  0.1874  0.310
H  0.3313  0.1380  -1.9216  0.232
H  1.1874  2.1227  1.3897  0.294
H  0.3428  1.4401  -3.1014  0.306
H  1.0875  -2.1155  -0.1100  0.236
H  -0.9134  1.3593  -1.9180  0.322
H  -0.2176  -0.7944  1.1500  0.116
H  -1.6161  -2.2680  2.5284  0.225
H  -0.2881  1.4630  0.6400  0.123

Summary:
calculated total energy	-17087.0353	eV
HOMO level	-8.4	eV
SMILES	[H]/N=C/N.CSC
E_LUMO	0.775	eV
energy above the lowest of the compared OMol25 structures with the same formula, charge and spin	151.4	kJ/mol
strongest force on any atom	1.99	eV/Å


Record 2
This record from the OMol25 dataset describes a 2-piece molecular cluster, C7H7ClO overall. The level of theory is ωB97M-V/def2-TZVPD.

Each line ends with the Mulliken charge.
Cartesian coordinates (Å):
Cl  2.4221  -0.1109  1.8103  -0.143
O  -1.4216  0.8154  1.0272  -0.268
C  -1.4485  -1.1183  -0.0133  -0.451
C  -0.7309  -0.0749  0.4138  0.106
C  2.0883  1.2084  -0.7575  -0.510
C  1.7875  0.2183  0.2398  0.324
C  -2.8021  -0.7582  0.3253  -0.461
C  -2.6772  0.4389  0.9734  -0.524
C  2.1987  -0.2611  -1.0664  -0.409
H  1.1164  1.5339  -1.1554  0.185
H  1.4379  -0.7752  -1.7056  0.198
H  3.2388  -0.6904  -0.9541  0.248
H  -1.0109  -1.9015  -0.5049  0.501
H  2.7938  1.8978  -0.4761  0.346
H  -3.3049  0.8909  1.6354  0.444
H  -3.6874  -1.3132  0.2082  0.416

Summary:
calculated total energy	-21935.8473	eV
HOMO level (alpha / beta)	-8.6 / -8.4	eV
E_LUMO (alpha / beta)	-0.203 / -0.312	eV
energy above the lowest of the compared OMol25 structures with the same formula, charge and spin	462.7	kJ/mol
strongest force on any atom	5.40	eV/Å


Record 3
This record from the OMol25 dataset describes an isolated ion of composition C4H13N3 and charge +2. The level of theory is ωB97M-V/def2-TZVPD.

Each line ends with the Mulliken charge.
Cartesian coordinates (Å):
N  -0.9158  -1.2319  2.8910  -0.302
N  2.0400  0.8592  -3.1888  -0.279
N  0.6153  0.6326  -1.3991  -0.252
C  -1.3386  -0.2557  1.7858  -0.624
C  1.0478  0.2740  -2.6001  0.268
C  -0.1992  0.1822  0.8595  -0.713
C  -0.5374  0.0634  -0.6165  -0.573
H  -0.5726  -0.9354  -1.0563  0.388
H  1.0342  1.4789  -1.0300  0.249
H  0.3406  -0.4134  -3.0613  0.342
H  -1.3686  0.7300  -0.8298  0.288
H  -0.0107  -0.8938  3.2311  0.355
H  0.7734  -0.2646  1.0994  0.488
H  -1.6048  -1.2776  3.6386  0.365
H  -1.7539  0.6308  2.2560  0.344
H  -0.7369  -2.1598  2.5249  0.356
H  2.5524  1.5883  -2.7057  0.221
H  2.5506  0.6104  -4.0244  0.273
H  -2.0385  -0.8422  1.1909  0.422
H  0.1226  1.2246  1.0347  0.384

Summary:
calculated total energy	-8812.9467	eV
HOMO level	-18.4	eV
SMILES	N/C=[NH+]/CCC[NH3+]
E_LUMO	-6.566	eV
energy above the lowest of the compared OMol25 structures with the same formula, charge and spin	60.8	kJ/mol
strongest force on any atom	2.24	eV/Å
charge	+2


Record 4
This record from the OMol25 dataset describes C11H30F3O9Y as an isolated structure. The level of theory is ωB97M-V/def2-TZVPD.

Each line ends with the Mulliken charge.
Cartesian coordinates (Å):
Y  1.0389  -0.7009  0.4475  -3.720
F  -4.3467  -0.2613  0.9390  -0.295
F  -4.9563  0.9399  -0.4420  -0.304
F  -3.5807  1.7073  1.0864  -0.267
O  -0.2228  -0.0964  2.7875  0.291
O  3.2378  -0.3913  -0.3914  -0.417
O  1.1877  -2.2231  -1.3114  0.949
O  -1.4517  -0.2717  0.1038  0.445
O  1.4683  1.5881  1.0483  0.226
O  -2.0303  1.2762  -1.3088  -0.308
O  2.4557  -1.3777  2.2414  -0.455
O  0.6627  0.7488  -1.5542  1.419
O  -0.0409  -2.7279  1.2317  0.491
C  -2.0721  2.9587  -3.1525  -1.157
C  -3.8686  0.6934  0.2371  0.547
C  0.1470  -2.4318  -2.1710  -0.572
C  1.2760  1.3555  -2.7198  -1.682
C  2.4713  2.4551  1.5468  -1.011
C  -2.5937  0.1824  -0.5876  -0.333
C  4.0796  -1.2825  0.3660  -0.464
C  -2.6370  1.6697  -2.5413  -0.468
C  -1.1980  -2.8985  2.0149  -0.471
C  -1.3644  0.5144  3.3473  -0.867
C  3.8182  -1.5072  1.9019  -0.382
H  -0.2250  -1.5404  -2.6762  0.015
H  4.4476  -0.8521  2.5042  0.275
H  -2.0903  -2.4001  1.6362  0.019
H  -1.4310  -3.9569  2.1311  0.593
H  -2.3880  3.7322  -2.4525  0.337
H  -0.9465  -2.5740  3.0246  0.169
H  -0.1988  1.1715  -1.5827  0.013
H  0.3885  -3.2119  -2.8930  1.195
H  2.2526  0.8800  -2.8099  0.134
H  1.9636  -2.5495  -1.7729  -0.009
H  -0.7114  -2.7339  -1.5710  -0.100
H  -1.1919  1.4743  3.8341  0.302
H  0.5603  -3.4332  1.4823  0.064
H  -2.8525  -0.5880  -1.3140  0.280
H  1.2092  2.4390  -2.8182  0.247
H  -2.2611  0.3418  2.7522  0.096
H  0.3055  -0.1926  3.5833  0.150
H  0.8006  2.2747  0.9821  0.157
H  -1.7305  -0.1377  4.1402  0.370
H  2.7948  3.1840  0.8038  0.303
H  0.8934  1.0001  -3.6766  0.469
H  3.8173  -2.2211  -0.1223  0.034
H  2.1054  2.9470  2.4481  0.372
H  -2.4800  3.2403  -4.1233  0.403
H  -3.7224  1.7531  -2.4870  0.393
H  4.1174  -2.5341  2.1122  0.394
H  3.3372  1.9485  1.9730  0.242
H  5.1356  -1.2141  0.1050  0.485
H  -0.9833  3.0108  -3.1485  0.096
H  -2.3960  0.8231  -3.1841  0.307

Summary:
calculated total energy	-39515.0889	eV
HOMO level (alpha / beta)	0.7 / -4.5	eV
E_LUMO (alpha / beta)	2.405 / 2.372	eV
multiplicity	2
strongest force on any atom	5.23	eV/Å
charge	-1


Record 5
This record from the OMol25 dataset describes C4H7NO2 in the gas phase. The level of theory is ωB97M-V/def2-TZVPD.

Each line ends with the Mulliken charge.
Cartesian coordinates (Å):
O  -1.2738  -1.6799  0.5021  -0.499
O  -0.5239  0.3723  2.2424  -0.480
N  -0.0911  -0.5389  -1.8524  -0.725
C  0.0411  1.2078  1.5117  -0.078
C  0.2239  1.1657  0.0500  -0.516
C  -0.0729  -1.4209  0.4171  -0.143
C  0.5293  -0.3208  -0.4268  0.164
H  0.6243  -2.1681  0.7547  0.387
H  1.5770  -0.3310  -0.5838  0.372
H  -1.1207  -0.5863  -1.8384  0.286
H  -0.8783  1.5242  -0.2760  0.228
H  0.2129  -1.4815  -2.1313  0.259
H  -0.1033  2.1960  1.9217  0.397
H  0.8554  2.0615  -0.2911  0.349

Summary:
calculated total energy	-9844.2048	eV
HOMO level	-9.7	eV
SMILES	N[C@H](C=O)CC=O
E_LUMO	0.421	eV
energy above the lowest of the compared OMol25 structures with the same formula, charge and spin	296.7	kJ/mol
strongest force on any atom	4.65	eV/Å


Record 6
This record from the OMol25 dataset describes C5H8N2O in the gas phase. The level of theory is ωB97M-V/def2-TZVPD.

Each line ends with the Mulliken charge.
Cartesian coordinates (Å):
O  -2.2210  -0.7024  -0.7749  -0.531
N  -0.2244  -0.1077  -1.8578  -0.427
N  0.2431  -0.9431  1.4052  -0.640
C  -0.1474  0.0628  0.4556  1.100
C  -1.0624  -0.4115  -0.7849  0.186
C  0.7875  0.4857  -0.6361  -0.498
C  -0.8235  1.2098  1.1885  -1.427
C  1.1175  -0.6145  -1.5484  -0.207
H  1.2425  -1.0340  1.5470  0.265
H  -1.7021  0.8338  1.7097  0.325
H  -1.1448  1.9808  0.4904  0.377
H  1.1256  1.4991  -0.7937  0.361
H  -0.1396  1.6474  1.9159  0.385
H  1.2114  -1.6276  -1.1659  0.200
H  -0.0788  -1.8808  1.1972  0.272
H  1.8163  -0.3979  -2.3479  0.258

Summary:
calculated total energy	-10340.2432	eV
HOMO level	-9.1	eV
SMILES	C[C@@]1(N)C(=O)N2C[C@@H]21
E_LUMO	0.738	eV
energy above the lowest of the compared OMol25 structures with the same formula, charge and spin	239.6	kJ/mol
strongest force on any atom	2.30	eV/Å


Record 7
This record from the OMol25 dataset describes C2H4N4S in the gas phase. The level of theory is ωB97M-V/def2-TZVPD.

Each line ends with the Mulliken charge.
Cartesian coordinates (Å):
S  -2.9061  -0.1944  -0.0317  -0.277
N  2.1588  -0.6699  -0.0965  -0.449
N  0.7197  1.2463  -0.0759  -0.745
N  -0.6191  1.3117  0.0276  0.158
N  -0.2046  -0.8011  -0.0349  -0.580
C  -1.1438  0.0891  -0.0612  0.461
C  0.9355  -0.0560  -0.0534  0.501
H  2.1860  -1.6087  0.3505  0.261
H  2.9405  -0.0455  0.1144  0.266
H  -1.1363  2.2417  -0.0262  0.247
H  -2.9306  -1.5133  -0.1127  0.158

Summary:
calculated total energy	-18934.3131	eV
HOMO level	-8.4	eV
SMILES	Nc1n[nH]c(S)n1
E_LUMO	0.758	eV
energy above the lowest of the compared OMol25 structures with the same formula, charge and spin	23.0	kJ/mol
strongest force on any atom	3.39	eV/Å


Record 8
This record from the OMol25 dataset describes C32H42As2Cl3N4SiW as an isolated structure. The level of theory is ωB97M-V/def2-TZVPD.

Each line ends with the Mulliken charge.
Cartesian coordinates (Å):
W  0.0240  0.0613  -0.5618  2.251
As  -0.6484  2.5861  -1.1351  0.849
As  -2.6333  0.1623  -0.6899  1.104
Cl  -1.3909  0.7894  -4.5362  -0.364
Cl  0.6635  -1.5179  -4.5451  -0.339
Cl  1.6681  1.3686  -3.5255  -0.322
Si  0.0490  0.0137  -3.2479  0.674
N  -0.7452  -0.4539  1.3739  0.892
N  2.0575  -0.4376  -0.7784  0.032
N  1.2246  1.2358  0.8715  1.093
N  -0.2229  -2.1442  -0.4835  0.041
C  -2.7786  4.2615  0.0311  -0.743
C  -3.7343  0.0430  -2.2853  -1.238
C  2.7792  -2.8705  -1.1001  -0.356
C  -2.3838  2.9737  -0.3146  -1.012
C  -0.3796  -2.6451  0.7309  1.014
C  0.3912  -3.1473  3.7210  -0.970
C  -4.0072  4.4684  0.6408  -0.886
C  5.7566  1.6282  0.8206  -0.693
C  4.7482  2.3991  1.3734  -0.869
C  -0.7357  1.8704  2.2917  0.029
C  0.6899  -4.2781  -1.5849  -0.523
C  2.5592  1.2655  0.7187  0.600
C  -4.4753  2.1124  0.5216  -1.027
C  4.3943  -0.1520  -0.2919  -0.847
C  2.1341  -3.9576  -1.9652  -1.238
C  0.0087  -4.4131  3.3405  -0.671
C  -0.8077  -3.9678  1.0183  -1.270
C  -3.5703  -1.1626  0.3671  -1.656
C  5.5702  0.4560  0.1167  -0.856
C  3.0514  0.2293  -0.1669  1.117
C  -0.3390  -1.6627  1.8028  0.246
C  3.3795  2.2073  1.3714  -0.426
C  -3.2380  1.9024  -0.0776  1.063
C  0.1542  -1.9342  3.0804  -0.441
C  -1.2901  0.4672  2.3665  -1.971
C  -1.0770  3.4152  -2.8450  -1.382
C  -4.8529  3.3957  0.8904  -0.741
C  -0.6394  -4.7322  2.1485  -0.380
C  0.5380  3.9739  -0.4848  -1.450
C  -0.3235  -3.1165  -1.5908  -1.305
C  0.7522  1.9314  2.0786  -1.836
C  2.4467  -1.4995  -1.7083  -0.438
H  4.5524  -1.0787  -0.8183  0.257
H  6.7752  1.9544  0.9818  0.364
H  1.0283  2.9871  2.0685  0.620
H  0.4150  -1.0575  3.6598  0.306
H  1.5665  3.6759  -0.6848  0.356
H  -1.0236  -5.7436  2.0743  0.396
H  -1.8226  2.8437  -3.3862  0.435
H  -2.1258  5.1083  -0.1526  0.441
H  0.3027  -5.0256  -2.2821  0.501
H  5.0737  3.2787  1.9173  0.388
H  3.8576  -3.0345  -1.0566  0.808
H  -3.2971  -1.1200  1.4172  0.354
H  0.8731  -3.0636  4.6882  0.395
H  1.2797  1.4940  2.9365  0.750
H  0.4005  4.1363  0.5790  0.303
H  -1.3405  -3.5300  -1.5965  0.628
H  -1.3036  -4.4670  0.1963  0.554
H  0.1776  -5.2182  4.0429  0.382
H  -3.5077  0.8580  -2.9609  0.348
H  -3.2986  -2.1436  -0.0258  0.419
H  0.3165  4.8922  -1.0276  0.569
H  -3.5659  -0.9021  -2.7997  0.446
H  -0.2268  -2.5796  -2.5193  0.178
H  -2.3785  0.5275  2.2285  0.227
H  2.4161  -2.9208  -0.0694  0.129
H  6.4721  -0.0697  -0.1751  0.401
H  2.8541  2.9568  1.9413  0.281
H  -0.1826  3.5203  -3.4551  0.480
H  -5.8092  3.5597  1.3679  0.433
H  0.7077  -4.7582  -0.6088  0.300
H  2.7096  -4.8828  -1.9056  0.486
H  2.1807  -3.6413  -3.0117  0.330
H  -5.1498  1.2844  0.7073  0.440
H  -1.4819  4.3950  -2.5885  0.538
H  -1.2332  2.4225  1.4978  -0.813
H  -4.3052  5.4683  0.9254  0.420
H  1.6133  -1.6514  -2.3748  -1.425
H  -0.9805  2.3977  3.2167  0.711
H  -4.6440  -1.0204  0.2448  0.632
H  -4.7756  0.1112  -1.9663  0.487
H  3.2601  -1.1466  -2.3495  0.873
H  -1.1466  0.0584  3.3658  1.117

Summary:
calculated total energy	-208771.8470	eV
HOMO level (alpha / beta)	-9.8 / -9.8	eV
E_LUMO (alpha / beta)	-3.646 / -3.644	eV
energy above the lowest of the compared OMol25 structures with the same formula, charge and spin	0.0	kJ/mol
strongest force on any atom	2.00	eV/Å
charge	+1


- The highest strongest force on any atom belongs to which entry?
  C7H7ClO


- Which of these has the lowest calculated total energy?
  C32H42As2Cl3N4SiW